57
Properties=species:S:1:pos:R:3 method="wB97M-V/def2-TZVPD" e_tot_ha=-2257.8025 total_charge=+2 spin_multiplicity=4 s_squared=3.77 largest_force_ev_per_a=0.28
Re -0.1074 0.3389 -0.6297
C -0.8415 3.1427 -1.4393
N -1.3789 1.9946 -0.6482
C -1.5521 2.4390 0.7868
C -1.4084 1.2863 1.7659
N -0.2296 0.5186 1.3471
C 0.4977 -0.2506 2.2605
C 1.5063 -1.0633 1.7499
F 1.6491 -1.0683 0.3843
C 2.3265 -1.8810 2.4945
F 3.2530 -2.6128 1.9013
C 2.1463 -1.9169 3.8708
F 2.9090 -2.6801 4.6244
C 1.1411 -1.1426 4.4351
F 0.9451 -1.1763 5.7382
C 0.3313 -0.3302 3.6528
F -0.6223 0.3552 4.2872
C -2.6814 1.5718 -1.2814
C -3.1002 0.2103 -0.7702
N -1.8819 -0.5954 -0.7558
C -1.9423 -1.9722 -0.5426
C -0.8179 -2.7253 -0.8761
F 0.2447 -2.0243 -1.4148
C -0.7133 -4.0910 -0.7436
F 0.3961 -4.7169 -1.0923
C -1.8097 -4.7842 -0.2427
F -1.7564 -6.0898 -0.0927
C -2.9588 -4.0816 0.1056
F -3.9977 -4.7291 0.5913
C -3.0204 -2.7018 -0.0319
F -4.1359 -2.0813 0.3526
H -1.5493 3.9711 -1.3816
H 0.1129 3.4565 -1.0246
H -0.7247 2.8411 -2.4771
H -0.7546 3.1573 0.9756
H -2.5078 2.9569 0.8785
H -1.2664 1.7243 2.7492
H -2.2989 0.6565 1.8200
H -3.4248 2.3452 -1.0825
H -2.5002 1.5328 -2.3555
H -3.5681 0.2717 0.2134
H -3.8460 -0.2067 -1.4501
O 0.2411 0.3251 -2.7859
C 1.5492 0.7092 -3.2817
C 2.3951 1.1905 -2.1341
C 3.7182 1.5358 -2.3424
C 4.4580 2.0307 -1.2825
C 3.8538 2.1719 -0.0393
C 2.5400 1.7911 0.1028
N 1.8136 1.3036 -0.9262
H -0.1226 -0.4183 -3.2876
H 1.4066 1.5126 -4.0078
H 2.0105 -0.1418 -3.7825
H 4.1599 1.4190 -3.3226
H 5.4945 2.3045 -1.4239
H 4.3957 2.5615 0.8099
H 2.0242 1.8552 1.0517

---

62
Properties=species:S:1:pos:R:3 method="wB97M-V/def2-TZVPD" e_tot_ha=-3356.0295 total_charge=-1 largest_force_ev_per_a=2.99
Ir 1.2214 1.1242 -0.5415
C 1.7069 -6.0178 0.4130
C 1.2258 -4.5967 0.2647
C 0.0019 -4.3023 -0.3240
C -0.3969 -2.9984 -0.5068
C 0.4190 -1.8988 -0.1450
N 0.0371 -0.6290 -0.4499
C -0.9989 -0.3329 -1.3397
C -1.0738 -0.9508 -2.5962
C -2.0460 -0.6169 -3.5137
C -2.9980 0.3495 -3.2130
C -4.0619 0.7239 -4.2103
C -2.9100 0.9930 -1.9858
C -1.9207 0.6899 -1.0570
C -1.7589 1.4594 0.2598
O -0.4870 1.8713 0.5601
C -2.5649 2.8022 0.2450
F -2.3674 3.4723 1.4044
F -2.1109 3.5918 -0.7438
F -3.9067 2.7347 0.0992
C -2.3370 0.5882 1.4315
F -3.6950 0.5962 1.4362
F -1.9857 -0.7001 1.3706
F -1.9430 1.0529 2.6293
C 1.5885 -2.2039 0.5987
C 1.9618 -3.5349 0.7648
C 2.3615 -1.1307 1.3775
O 2.4130 0.1404 0.9114
C 1.6908 -1.0781 2.7939
F 2.3713 -0.2527 3.6329
F 1.6022 -2.2690 3.4170
F 0.4487 -0.5888 2.6989
C 3.8711 -1.5333 1.5976
F 4.4159 -2.0482 0.4813
F 4.5990 -0.4517 1.9222
F 4.0959 -2.4293 2.5897
H 1.3160 -6.6416 -0.3916
H 2.7959 -6.0650 0.3918
H 1.3738 -6.4455 1.3634
H -0.6486 -5.1132 -0.6346
H -1.3650 -2.7906 -0.9380
H -0.3197 -1.6866 -2.8434
H -2.0595 -1.1038 -4.4829
H -4.2832 -0.1140 -4.8719
H -4.9823 1.0237 -3.7088
H -3.7249 1.5571 -4.8322
H -3.6421 1.7599 -1.7845
H 2.8527 -3.7811 1.3229
C 0.2386 4.4957 2.1860
N 1.2088 4.2471 1.1367
C 2.0559 3.2219 1.1485
N 2.2203 2.5150 2.2724
S 3.0499 2.9423 -0.2231
H -0.4577 5.2585 1.8513
H 0.7432 4.8426 3.0912
H -0.3339 3.5906 2.3976
H 1.0874 4.6849 0.2393
H 1.4407 2.4619 2.9145
H 2.6977 1.6268 2.1229
S 0.4512 3.6829 -4.2915
C 0.7934 2.5404 -3.2329
N 1.0226 1.6643 -2.4758

---

64
Properties=species:S:1:pos:R:3 method="wB97M-V/def2-TZVPD" e_tot_ha=-3242.0576 total_charge=+1 largest_force_ev_per_a=6.11
C -0.4889 -1.3091 2.0597
C -0.8199 0.1427 1.5167
C -2.0374 1.0321 1.9381
C -3.1988 0.6685 2.9547
C -3.7812 1.8938 3.8145
C -5.3218 2.2045 3.4293
O -6.1324 2.6575 4.2850
O -5.8407 1.9941 2.1258
N -1.7867 2.1841 1.1053
I -2.9629 3.8641 0.9730
C -0.6287 2.1692 0.2521
N -0.0498 0.8587 0.5397
C 1.1576 0.5744 -0.2693
C 2.1204 -0.5912 0.2264
C 1.8375 -2.0211 -0.4381
F 2.0374 -2.9935 0.5791
F 0.4651 -2.0122 -0.8965
C 2.7090 -2.3086 -1.7712
F 4.0808 -1.9452 -1.6130
F 2.1258 -1.5160 -2.7929
C 2.7273 -3.8907 -2.1211
F 1.5175 -4.5480 -1.7596
F 3.7169 -4.4434 -1.2359
C 3.2262 -4.2391 -3.5991
F 4.4589 -3.5918 -3.9329
F 3.5504 -5.6385 -3.5868
C 2.2053 -3.8949 -4.7829
F 0.8793 -3.6373 -4.3832
F 2.6792 -2.6726 -5.3740
C 2.2290 -4.9688 -6.0031
F 1.6567 -4.2597 -7.1125
F 3.5483 -5.2925 -6.4142
C 1.2890 -6.2453 -5.7625
F 0.9458 -6.4888 -4.4177
F 0.0582 -6.0041 -6.4568
C 1.8675 -7.6098 -6.4183
F 0.8007 -8.5538 -6.4443
F 2.9158 -8.1806 -5.6800
F 2.2296 -7.4268 -7.7831
H -1.2568 -1.5200 2.8982
H -0.6527 -2.1523 1.2966
H 0.5356 -1.3942 2.5833
H -4.0641 0.1962 2.3752
H -2.8217 -0.1198 3.7092
H -3.8314 1.5523 4.9152
H -3.1704 2.8528 3.7749
H -6.7742 2.3227 2.0813
H -0.2770 2.9741 -0.4647
H 1.7895 1.5420 -0.2829
H 0.8785 0.3985 -1.3753
H 2.1264 -0.7530 1.3690
H 3.2001 -0.2594 -0.0176
F -0.5912 5.3831 2.7753
C -0.7814 6.4558 3.5685
C 0.3072 7.0375 4.1980
C 0.1116 8.1478 5.0128
C -1.1718 8.6566 5.1969
C -2.2582 8.0609 4.5634
C -2.0619 6.9574 3.7397
H 1.2974 6.6227 4.0494
H 0.9575 8.6157 5.5043
H -1.3239 9.5200 5.8362
H -3.2576 8.4558 4.7110
H -2.8954 6.4863 3.2316

---

50
Properties=species:S:1:pos:R:3 method="wB97M-V/def2-TZVPD" e_tot_ha=-1993.3924 total_charge=-2 largest_force_ev_per_a=0.78
Pd -0.9897 -1.2741 0.5498
O -0.2961 1.2117 4.8284
C -0.6219 0.5938 3.7806
O -0.9270 -0.5905 3.6028
C -0.5876 1.5072 2.5332
C -0.7217 2.9061 2.8160
C -0.7749 3.8015 1.8082
C -0.6489 3.3438 0.4747
C -0.6769 4.2189 -0.6423
C -0.5228 3.7293 -1.9040
C -0.3310 2.3365 -2.1006
C -0.3092 1.4771 -1.0426
C -0.4803 1.9623 0.2819
N -0.4784 1.0490 1.3146
H -0.7713 3.1870 3.8565
H -0.8940 4.8642 2.0008
H -0.8225 5.2810 -0.4712
H -0.5479 4.4005 -2.7548
H -0.2092 1.9483 -3.1051
H -0.1828 0.4088 -1.1623
F 7.8965 -2.3638 -2.9128
C 6.9357 -1.6003 -3.4641
F 7.4215 -0.3392 -3.4758
F 6.8775 -1.9578 -4.7669
C 5.6233 -1.7194 -2.7725
C 4.5443 -0.9663 -3.2310
C 3.3127 -1.0432 -2.6136
C 3.0917 -1.8791 -1.4893
C 4.2054 -2.6223 -1.0454
C 5.4398 -2.5438 -1.6713
C 1.8356 -1.9555 -0.8465
C 0.7366 -2.0532 -0.2776
H 4.6739 -0.3120 -4.0870
H 2.4815 -0.4507 -2.9739
H 4.0723 -3.2647 -0.1848
H 6.2679 -3.1316 -1.2969
O -3.9519 -0.3959 -0.5507
S -3.1853 -1.0796 0.5695
C -4.2495 -2.5150 0.9810
C -5.3139 -2.1007 2.0185
C -5.2672 -0.5700 2.1354
C -3.7843 -0.2416 2.0600
H -3.5851 -3.3026 1.3331
H -4.6608 -2.7990 0.0124
H -5.0604 -2.5415 2.9855
H -6.3101 -2.4590 1.7492
H -5.7425 -0.2067 3.0480
H -5.7740 -0.1175 1.2805
H -3.1965 -0.6435 2.8894
H -3.5407 0.8132 1.9330

---

46
Properties=species:S:1:pos:R:3 method="wB97M-V/def2-TZVPD" e_tot_ha=-1639.7013 largest_force_ev_per_a=5.07
F -5.9560 1.0712 4.5199
C -5.6835 -0.0492 3.7691
F -5.9984 -1.1366 4.5419
F -6.5704 -0.0401 2.7164
C -4.2303 -0.0707 3.3534
C -3.5372 -1.2768 3.2332
C -2.1716 -1.2723 2.9612
C -1.5025 -0.0429 2.6684
S 0.1605 0.2584 2.3482
C -2.2135 1.1584 2.9379
C -3.5628 1.1495 3.2263
H -4.0748 -2.2196 3.3821
H -1.6083 -2.2122 2.9462
H -1.6523 2.0959 2.9037
H -4.0886 2.0888 3.3797
C 5.0281 2.0628 0.2648
N 3.8539 1.3985 -0.2412
C 2.7736 1.0254 0.5074
C 1.8242 0.3592 -0.3170
C 0.6141 -0.2060 0.0399
C -0.3515 -0.6889 -0.8726
C -0.6753 0.0200 -2.0475
C -1.5839 -0.5164 -2.9440
C -2.1514 -1.7714 -2.7205
C -1.8514 -2.4889 -1.5476
C -0.9773 -1.9389 -0.6077
C 2.4841 0.2845 -1.6658
C 2.2093 -0.3435 -2.8666
C 3.0709 -0.1807 -3.9717
C 4.2516 0.5664 -3.8439
C 4.5982 1.1505 -2.6200
C 3.7070 0.9867 -1.5642
H 5.6615 2.3387 -0.5712
H 4.7539 2.9585 0.8246
H 5.5962 1.4118 0.9330
H 2.7051 1.2988 1.5553
H 0.4904 -0.8638 1.0181
H -0.2119 0.9940 -2.2387
H -1.8451 0.0373 -3.8419
H -2.8553 -2.2106 -3.4248
H -2.2800 -3.4713 -1.3391
H -0.7221 -2.4922 0.3123
H 1.3144 -0.9853 -2.9984
H 2.8334 -0.6260 -4.9304
H 4.9254 0.6880 -4.6980
H 5.4997 1.7010 -2.4703